Computed, not measured: a structure of composition C3H3AgLiO3, with the ωB97M-V functional and the def2-TZVPD basis.

Results
**HOMO (alpha / beta)**: -7.610 / -7.612 eV
**ΔE to the lowest compared entry with this formula, charge and spin**: 0.000 eV
**HOMO-LUMO gap (alpha / beta)**: 6.848 / 6.418 eV
**Spin multiplicity**: 2

Cartesian coordinates (Å):
C (2.2698, -0.6800, 0.5005)
C (1.2655, -0.9920, -0.3519)
O (0.0585, -0.4738, -0.3475)
H (3.2644, -1.1004, 0.3469)
H (1.4017, -1.8720, -1.0082)
H (2.1261, 0.1037, 1.2522)
O (-2.8054, 0.3426, 0.5582)
C (-3.1008, 1.3173, -0.1542)
O (-2.3816, 2.1937, -0.6352)
Ag (-0.5278, 2.2206, -0.3146)
Li (-1.5704, -1.0597, 0.1537)